# 1
Density functional theory data (ωB97M-V with the def2-TZVPD basis set) for a 3-piece molecular cluster, C11H23N2O2S5 overall at a distorted geometry.

Positions of all 43 atoms, in Å:
S1 3.23 -4.38 1.86
C1 1.97 -3.87 0.95
S2 0.73 -5.01 0.23
C2 -0.94 -4.36 0.74
C3 -1.14 -2.96 0.03
C4 -2.64 -2.55 -0.20
S3 -3.46 -1.87 1.31
N1 1.78 -2.45 0.68
C5 1.73 -1.82 -0.56
C6 1.47 -0.43 -0.20
N2 1.41 -0.33 1.19
C7 1.57 -1.55 1.72
H1 -1.69 -5.09 0.35
H2 -0.98 -4.28 1.86
H3 -0.63 -3.00 -0.96
H4 -0.68 -2.17 0.68
H5 -2.62 -1.70 -0.93
H6 -3.22 -3.36 -0.69
H7 -2.54 -1.31 2.18
H8 -4.07 -2.93 1.94
H9 1.84 -2.28 -1.56
H10 1.35 0.37 -0.97
H11 1.57 -1.83 2.79
C8 -2.97 2.86 0.89
S4 -1.93 1.81 1.92
O1 -2.85 0.98 2.78
C9 -1.28 3.13 2.94
H12 -3.51 2.23 0.18
H13 -3.68 3.40 1.51
H14 -2.34 3.56 0.33
H15 -2.10 3.66 3.43
H16 -0.71 3.82 2.32
H17 -0.62 2.70 3.69
C10 2.54 2.61 -4.48
S5 2.93 2.18 -2.78
O2 1.65 1.76 -2.12
C11 3.29 3.85 -2.23
H18 2.25 1.70 -5.01
H19 1.72 3.32 -4.51
H20 3.43 3.03 -4.96
H21 2.42 4.49 -2.40
H22 4.15 4.24 -2.78
H23 3.53 3.83 -1.17

The value obtained for the total energy is -2683.4587 Eh. The net charge is +1. For the gap between HOMO and LUMO, the calculation gives 7.714 eV. The value obtained for the LUMO energy is -3.3570 eV. The HOMO energy is -11.07 eV.

---

# 2
Density functional theory data (ωB97M-V with the def2-TZVPD basis set) for C28H46BrN3P2Re as an isolated structure at a distorted geometry.

Positions of all 81 atoms, in Å:
N1 2.60 -7.89 0.59
C1 1.33 -7.79 1.01
C2 0.37 -7.09 0.27
C3 0.79 -6.42 -0.90
C4 2.12 -6.60 -1.34
C5 3.00 -7.32 -0.54
C6 -0.04 -5.44 -1.57
Re1 -0.96 0.34 -1.94
P1 -1.35 4.30 1.10
C7 0.49 -4.50 -2.39
C8 -0.19 -3.29 -2.85
C9 0.27 -2.66 -4.04
C10 -0.27 -1.46 -4.48
C11 -0.94 -0.78 -3.45
C12 -1.75 -1.45 -2.37
C13 -1.24 -2.78 -2.07
Br1 -1.10 2.81 -0.83
H1 -1.09 -5.39 -1.29
H2 1.49 -4.66 -2.82
H3 -0.66 -7.06 0.61
H4 2.48 -6.18 -2.27
H5 1.07 -8.28 1.95
H6 4.04 -7.45 -0.86
H7 1.05 -3.18 -4.59
H8 -1.61 -3.30 -1.16
H9 -0.13 -1.06 -5.48
H10 -2.83 -1.26 -2.29
P2 1.09 0.75 -0.93
C14 -3.11 3.98 1.26
C15 -4.05 4.96 0.55
H11 -3.43 3.84 2.31
H12 -3.20 2.99 0.79
H13 -5.09 4.64 0.69
H14 -3.95 5.99 0.95
H15 -3.87 4.99 -0.52
C16 -0.55 5.73 0.33
C17 -0.86 7.10 0.96
H16 -0.87 5.72 -0.73
H17 0.54 5.55 0.33
H18 -0.56 7.92 0.29
H19 -1.93 7.24 1.13
H20 -0.31 7.23 1.90
C18 -0.58 3.76 2.62
C19 -1.11 4.63 3.79
H21 0.52 3.82 2.55
H22 -0.83 2.69 2.77
H23 -0.49 4.55 4.69
H24 -1.15 5.70 3.52
H25 -2.13 4.32 4.07
C20 1.35 1.21 0.88
C21 2.47 2.20 1.20
H26 1.50 0.27 1.42
H27 0.38 1.62 1.24
H28 3.46 1.77 0.98
H29 2.36 3.15 0.66
H30 2.46 2.42 2.28
C22 2.16 2.02 -1.77
C23 2.45 1.63 -3.22
H31 3.09 2.10 -1.18
H32 1.64 2.98 -1.70
H33 3.22 2.31 -3.61
H34 2.82 0.60 -3.29
H35 1.54 1.74 -3.84
C24 2.01 -0.82 -1.17
C25 1.65 -1.92 -0.16
H36 3.07 -0.55 -1.12
H37 1.78 -1.15 -2.20
H38 2.01 -2.88 -0.54
H39 2.10 -1.73 0.83
H40 0.56 -2.02 -0.03
C26 -2.26 -2.46 2.09
N2 -1.33 -1.33 2.02
C27 -0.51 -1.10 3.22
C28 -1.25 -0.60 0.96
N3 -1.40 -0.33 -0.20
H41 -2.28 -2.76 3.14
H42 -1.90 -3.31 1.48
H43 -3.25 -2.16 1.73
H44 0.53 -1.46 3.06
H45 -0.48 -0.02 3.46
H46 -0.97 -1.68 4.03

For the relative energy (zero: lowest compared OMol25 entry of this formula, charge and spin), the calculation gives 0.0 kJ/mol. Its expectation value of S² is 3.83. The value obtained for the total energy is -4592.0818 Eh. The net charge is +4. For the gap between HOMO and LUMO (alpha / beta), the calculation gives 5.904 / 5.281 eV. The value obtained for the LUMO energy (alpha / beta) is -12.9674 / -13.6999 eV. The HOMO energy (alpha / beta) is -18.87 / -18.98 eV. Its spin multiplicity is 4.

---

# 3
Density functional theory data (ωB97M-V with the def2-TZVPD basis set) for a 6-piece molecular cluster, H13O6 overall at a distorted geometry.

Positions of all 19 atoms, in Å:
O1 -1.38 4.08 -0.35
H1 -2.18 4.38 -0.79
H2 -0.74 4.79 -0.34
O2 0.07 -2.76 0.67
H3 -0.57 -3.25 1.21
H4 0.68 -3.48 0.46
O3 -0.98 -0.31 1.51
H5 -0.35 -1.06 1.50
H6 -1.47 -0.34 2.34
O4 2.82 -3.44 0.20
H7 3.63 -3.21 0.67
H8 3.12 -4.16 -0.36
O5 -0.15 0.65 -2.15
H9 -0.89 0.59 -2.76
H10 0.59 0.40 -2.72
O6 -0.34 1.79 0.16
H11 -0.44 1.21 -0.67
H12 -0.75 2.70 -0.06
H13 -1.03 1.32 0.71

For the relative energy (zero: lowest compared OMol25 entry of this formula, charge and spin), the calculation gives 58.8 kJ/mol. The value obtained for the total energy is -458.9960 Eh. The net charge is +1. For the gap between HOMO and LUMO, the calculation gives 11.345 eV. The value obtained for the LUMO energy is -2.9393 eV. The HOMO energy is -14.28 eV.

---

# 4
Density functional theory data (ωB97M-V with the def2-TZVPD basis set) for the molecule C2H5N3OS at a distorted geometry.

Positions of all 12 atoms, in Å:
C1 0.07 0.31 0.02
C2 -2.22 -0.51 0.15
H1 2.99 -0.55 0.63
H2 2.88 -0.18 -1.03
H3 1.65 1.46 0.00
H4 -3.04 -0.99 -0.43
H5 -2.55 -0.47 1.19
N1 2.35 -0.44 -0.18
N2 1.38 0.56 0.19
N3 -0.79 1.27 -0.08
O1 -2.09 0.82 -0.31
S1 -0.62 -1.28 -0.12

The SMILES is NNC1=NOCS1. For the relative energy (zero: lowest compared OMol25 entry of this formula, charge and spin), the calculation gives 370.4 kJ/mol. The value obtained for the total energy is -716.7996 Eh. For the gap between HOMO and LUMO, the calculation gives 8.922 eV. The value obtained for the LUMO energy is 0.7276 eV. The HOMO energy is -8.19 eV.